w.
C45H39BBrF15GeN7O3RbS4 | wB97M-V/def2-TZVPD

Atoms and positions in Å:
1 Rb -3.95062 -0.31580 -1.20405
2 C 1.29658 -2.28632 3.47013
3 C 1.97630 -2.02840 2.14162
4 C 3.28899 -2.46891 2.05523
5 C 3.95506 -2.50222 0.80914
6 N 3.38102 -2.05266 -0.28523
7 N 2.19270 -1.41847 -0.10008
8 B 1.71604 -0.62213 -1.23324
9 N 2.16730 -1.01288 -2.64385
10 N 3.36558 -0.63629 -3.05560
11 C 3.46923 -0.62946 -4.35864
12 C 2.52218 -1.17077 -5.22550
13 C 1.20447 -1.44743 -4.79584
14 C 0.04783 -1.52497 -5.80645
15 C 1.10367 -1.38145 -3.42299
16 S -0.24555 -1.09505 -2.22009
17 C 4.72367 0.08159 -4.90435
18 C 5.91525 -0.90775 -4.87885
19 C 4.34655 0.55953 -6.33954
20 C 5.12877 1.18546 -3.97713
21 N 1.82356 0.90112 -1.15723
22 N 2.81324 1.29500 -0.28497
23 C 3.04969 2.59319 -0.18831
24 C 2.20887 3.51793 -0.85509
25 C 1.18723 3.16316 -1.64427
26 C 0.61095 4.17635 -2.60208
27 C 0.97284 1.77890 -1.77190
28 S -0.41344 1.11477 -2.44103
29 C 4.20447 3.03016 0.65057
30 C 3.80340 4.44145 1.10060
31 C 5.43952 3.08416 -0.26936
32 C 4.42251 2.07672 1.83605
33 C 1.42485 -1.41567 1.00653
34 S -0.22119 -0.87543 0.97813
35 C 5.38845 -3.02574 0.57177
36 C 5.97497 -2.67323 -0.78936
37 C 6.26204 -2.61682 1.73863
38 C 5.31680 -4.57156 0.67745
39 H 0.27756 -1.87501 3.36259
40 H 1.82677 -1.71702 4.21363
41 H 1.33715 -3.34987 3.70339
42 H 3.78954 -3.00751 2.88494
43 H 2.84287 -1.43962 -6.23195
44 H 0.08127 -0.60303 -6.37631
45 H -0.92832 -1.63890 -5.28146
46 H 0.17171 -2.31301 -6.59143
47 H 5.80358 -1.86853 -5.43263
48 H 6.24403 -1.13077 -3.82702
49 H 6.72761 -0.35865 -5.46590
50 H 4.29185 -0.34765 -6.98014
51 H 5.10679 1.25994 -6.75680
52 H 3.43447 1.18860 -6.43796
53 H 5.74155 0.88864 -3.13405
54 H 4.23217 1.76470 -3.74871
55 H 5.75259 1.87126 -4.54475
56 H 2.57335 4.55039 -0.89721
57 H -0.40589 3.83524 -2.85198
58 H 0.99304 4.26385 -3.62134
59 H 0.54210 5.14009 -2.11122
60 H 4.27196 5.12204 0.41284
61 H 4.21285 4.72718 2.08687
62 H 2.76072 4.56678 1.26199
63 H 5.18281 3.72096 -1.13416
64 H 5.70796 2.12983 -0.76618
65 H 6.38463 3.37981 0.19903
66 H 3.44397 1.86411 2.37125
67 H 5.23453 2.58878 2.42419
68 H 4.85032 1.10889 1.57125
69 H 6.14609 -1.55124 -0.97414
70 H 5.26027 -3.01297 -1.61718
71 H 6.90829 -3.20267 -0.95041
72 H 6.27323 -1.52668 1.96739
73 H 7.28174 -3.02947 1.64976
74 H 5.88099 -2.95189 2.69203
75 H 4.86650 -4.91546 -0.23238
76 H 4.64280 -4.92993 1.46467
77 H 6.34741 -4.96120 0.75829
78 O -2.40420 -0.91960 -3.53084
79 N -2.67365 -2.25592 -3.41478
80 O -2.46731 -2.97699 -4.44375
81 O -3.22713 -2.62066 -2.32937
82 Br -6.54438 0.58300 -3.45405
83 F -5.46887 2.56362 0.80281
84 C -6.08832 2.99717 1.94542
85 C -6.43076 2.13454 2.97085
86 C -7.05675 2.69640 4.10796
87 F -7.44950 1.84516 5.08071
88 C -7.52344 3.98696 4.18035
89 F -8.24643 4.51199 5.16120
90 C -7.05762 4.82547 3.13243
91 F -7.19287 6.12944 3.32304
92 C -6.20809 4.37234 2.12008
93 F -5.65592 5.28512 1.26631
94 Ge -5.99178 0.18946 2.77069
95 S -4.17315 -0.56951 2.00743
96 C -5.47719 -0.73675 4.46394
97 C -4.89493 -0.00713 5.47795
98 F -4.54985 1.30587 5.25293
99 C -4.59117 -0.53735 6.72754
100 F -3.84614 0.13762 7.63708
101 C -5.05540 -1.80877 7.00467
102 F -4.85606 -2.39094 8.19213
103 C -5.56102 -2.60586 6.00433
104 F -5.69680 -3.89920 6.22954
105 C -5.85856 -2.04782 4.76410
106 F -6.25859 -2.88138 3.75762
107 C -7.65609 -0.69763 1.93981
108 C -7.79941 -1.16530 0.61895
109 F -6.74012 -0.96543 -0.17055
110 C -8.91578 -1.83937 0.14550
111 F -8.93178 -2.29206 -1.14277
112 C -10.04095 -1.89533 0.98372
113 F -11.19251 -2.43105 0.44264
114 C -9.93810 -1.39033 2.29521
115 F -10.97022 -1.57029 3.13286
116 C -8.69395 -0.92394 2.77452
117 F -8.58186 -0.69564 4.13213

Properties
* LUMO (alpha / beta): 2.97 / 3.01 eV
* HOMO energy (alpha / beta): -0.99 / -1.10 eV
* spin multiplicity: 1
* net charge: -2



x.
C45H39BBrF15GeN7O3RbS4 | wB97M-V/def2-TZVPD

Atoms and positions in Å:
1 Rb -1.53454 10.29385 22.05290
2 C 1.97422 12.35760 24.74515
3 C 1.11474 13.38409 24.03178
4 C 0.41349 14.27183 24.84957
5 C -0.32826 15.38829 24.31334
6 N -0.45889 15.56870 23.04505
7 N 0.10978 14.58031 22.27099
8 B -0.14810 14.85962 20.77183
9 N -1.49613 15.25701 20.37222
10 N -1.40717 16.22666 19.36087
11 C -2.57573 16.65990 18.93619
12 C -3.81065 16.31964 19.50011
13 C -3.90643 15.35143 20.46417
14 C -5.20095 15.05717 21.21082
15 C -2.65312 14.66456 20.82994
16 S -2.76412 13.43642 21.95997
17 C -2.58306 17.71797 17.83328
18 C -3.46735 18.91080 18.35191
19 C -1.21661 18.15975 17.44817
20 C -3.29986 17.10424 16.58692
21 N 0.95632 15.25118 19.89339
22 N 1.68402 16.33990 20.36403
23 C 2.60030 16.86151 19.56187
24 C 2.91809 16.28861 18.28309
25 C 2.27769 15.12500 17.91196
26 C 2.50280 14.68469 16.49650
27 C 1.43287 14.46492 18.88372
28 S 0.99240 12.83130 18.92184
29 C 3.40355 18.04593 20.07571
30 C 4.89981 17.59797 20.10144
31 C 3.23569 19.20486 19.09481
32 C 2.85723 18.44650 21.44988
33 C 0.93058 13.54319 22.63698
34 S 1.56164 12.44685 21.47816
35 C -0.94268 16.49042 25.18516
36 C -1.89745 17.31837 24.27850
37 C 0.20426 17.40562 25.64954
38 C -1.64477 15.78435 26.35303
39 H 2.59700 12.75302 25.52256
40 H 2.59748 11.80078 24.01262
41 H 1.28978 11.58460 25.11796
42 H 0.42686 14.07235 25.92577
43 H -4.71077 16.72787 19.09811
44 H -5.72980 16.00443 21.45915
45 H -5.03675 14.54236 22.12817
46 H -5.91629 14.47505 20.60666
47 H -2.91183 19.37131 19.19894
48 H -4.40973 18.52527 18.78337
49 H -3.55147 19.63508 17.51987
50 H -0.61527 18.49648 18.31822
51 H -1.16030 19.04873 16.80553
52 H -0.57471 17.35922 17.02070
53 H -4.32401 16.78532 16.83233
54 H -2.75250 16.25198 16.20286
55 H -3.34048 17.87713 15.80687
56 H 3.58190 16.78085 17.58266
57 H 1.73514 15.13061 15.79768
58 H 2.46593 13.58033 16.38000
59 H 3.49046 14.99269 16.18078
60 H 5.24521 17.32933 19.10758
61 H 4.99634 16.76911 20.80848
62 H 5.52058 18.43549 20.45631
63 H 3.19367 18.86292 18.04926
64 H 4.07393 19.89357 19.19272
65 H 2.31490 19.78235 19.42598
66 H 2.85659 17.64068 22.17952
67 H 1.80854 18.78421 21.41539
68 H 3.45011 19.26039 21.92236
69 H -1.33066 17.66447 23.40161
70 H -2.17079 18.30465 24.74626
71 H -2.82450 16.81226 23.94777
72 H 0.60097 18.02206 24.82252
73 H 1.02674 16.76835 26.02814
74 H -0.20062 18.08441 26.45752
75 H -2.30146 14.97491 25.96500
76 H -2.26802 16.47693 26.98837
77 H -0.94667 15.36698 27.07967
78 O -0.63720 10.76887 24.73054
79 N -1.52503 11.55386 25.08317
80 O -1.63605 12.04749 26.17469
81 O -2.44410 11.81079 24.21014
82 Br 0.25059 7.65455 22.55673
83 F -5.83854 12.61314 15.75937
84 C -4.63085 12.23576 15.27791
85 C -3.82258 11.32229 15.94207
86 C -2.59615 11.05556 15.32729
87 F -1.76162 10.09859 15.86984
88 C -2.15685 11.74360 14.19141
89 F -0.89430 11.60591 13.73234
90 C -3.01120 12.57800 13.51276
91 F -2.63325 13.10041 12.33830
92 C -4.30769 12.75540 14.04101
93 F -5.13403 13.54654 13.41919
94 Ge -4.19524 10.56003 17.74445
95 S -2.90918 11.40838 19.17972
96 C -4.37222 8.67817 17.22475
97 C -5.06736 8.39509 16.07372
98 F -5.83971 9.30949 15.47444
99 C -5.22827 7.07480 15.69677
100 F -6.03900 6.74952 14.67247
101 C -4.70770 6.05376 16.45229
102 F -4.99899 4.78110 16.19291
103 C -3.88144 6.33602 17.52780
104 F -3.31110 5.30439 18.21551
105 C -3.69764 7.65480 17.91682
106 F -2.90146 7.95397 18.96248
107 C -6.02948 11.10463 18.32152
108 C -7.13724 10.27929 18.53020
109 F -7.07531 8.92950 18.61114
110 C -8.39405 10.83069 18.80782
111 F -9.46332 10.05846 18.86561
112 C -8.55841 12.18803 18.89547
113 F -9.75626 12.77344 19.00471
114 C -7.43602 12.98728 18.82351
115 F -7.59843 14.30966 19.01164
116 C -6.18380 12.47614 18.54066
117 F -5.20151 13.37754 18.27444

Properties
* LUMO: 3.21 eV
* HOMO energy: -2.34 eV
* spin multiplicity: 1
* net charge: -2



Verdict on stability: w comes out at the bottom.



w.
C4H8N3S | wB97M-V/def2-TZVPD

Atoms and positions in Å:
1 C -1.24032 -1.25490 -0.06071
2 C -2.17993 -0.36803 0.23922
3 C -0.33865 -2.10284 -0.38652
4 C -2.03430 1.02932 0.09409
5 N 1.63455 0.68584 1.18016
6 N 1.93789 0.54631 -0.99192
7 N 1.15370 0.36447 0.02072
8 S -0.66502 1.86231 -0.27520
9 H -0.31641 -2.54661 -1.37259
10 H -3.14067 -0.73185 0.58662
11 H 0.38903 -2.48101 0.31247
12 H -2.91851 1.63556 0.25411
13 H 1.04083 0.51341 1.97621
14 H 2.41133 1.33867 1.28902
15 H 2.70888 1.21302 -0.97380
16 H 1.55758 0.29633 -1.89189

Properties
* LUMO: -4.81 eV
* HOMO energy: -12.43 eV
* spin multiplicity: 1
* net charge: +1



x.
C4H8N3S | wB97M-V/def2-TZVPD

Atoms and positions in Å:
1 C -2.51253 1.73776 -1.47519
2 C 0.57954 -1.04812 0.76934
3 C -1.22783 1.08515 -1.21833
4 C 2.03886 -1.39622 0.39770
5 N -0.07882 -0.91301 -0.49883
6 N -0.66828 0.05382 -0.85459
7 N 0.37246 0.08156 1.61072
8 S -0.99408 2.57436 -2.03970
9 H -3.16132 1.31936 -2.23860
10 H -3.02886 2.17937 -0.63022
11 H 0.12366 -1.94480 1.21003
12 H 2.51902 -0.55201 -0.09377
13 H 2.06540 -2.25765 -0.26284
14 H 2.58100 -1.63418 1.30859
15 H 0.39159 -0.13753 2.59592
16 H 1.00018 0.85216 1.41977

Properties
* LUMO: -5.40 eV
* HOMO energy: -13.96 eV
* spin multiplicity: 1
* net charge: +1



Verdict on stability: w comes out at the bottom.